{"formula": "C15H26IN3O", "method": "wB97M-V/def2-TZVPD", "species": ["C", "C", "C", "I", "C", "C", "C", "N", "C", "O", "H", "H", "H", "H", "H", "H", "H", "H", "H", "H", "H", "H", "C", "C", "C", "C", "N", "H", "H", "H", "H", "H", "H", "H", "C", "C", "C", "C", "N", "H", "H", "H", "H", "H", "H", "H"], "positions_angstrom": [[5.178, -0.503, -0.002], [4.040, -1.389, 0.488], [3.127, -0.636, 1.467], [3.370, -1.483, 3.465], [1.645, -0.680, 1.139], [1.032, -1.904, 0.480], [-0.439, -1.419, 0.369], [-0.300, 0.015, 0.001], [1.081, 0.384, 0.224], [1.644, 1.328, -0.304], [5.818, -0.202, 0.821], [4.797, 0.387, -0.494], [5.779, -1.036, -0.732], [3.486, -1.746, -0.372], [4.484, -2.244, 0.981], [3.476, 0.382, 1.563], [1.099, -0.556, 2.074], [1.372, -2.017, -0.545], [1.200, -2.780, 1.091], [-0.943, -1.970, -0.406], [-0.878, -1.517, 1.355], [-0.832, 0.590, 0.643], [-3.980, -4.329, -3.050], [-5.062, -4.162, -1.989], [-4.663, -3.178, -0.882], [-3.465, -3.629, -0.175], [-2.517, -3.984, 0.364], [-3.065, -4.741, -2.622], [-4.314, -5.009, -3.832], [-3.736, -3.373, -3.516], [-5.291, -5.131, -1.544], [-5.978, -3.800, -2.456], [-5.467, -3.072, -0.154], [-4.460, -2.192, -1.302], [1.020, 4.418, 0.137], [0.794, 5.451, 1.236], [-0.623, 6.036, 1.226], [-0.911, 6.724, -0.034], [-1.136, 7.259, -1.021], [0.908, 4.863, -0.853], [2.024, 4.003, 0.199], [0.314, 3.593, 0.217], [1.518, 6.261, 1.135], [0.967, 4.989, 2.210], [-0.749, 6.753, 2.038], [-1.363, 5.246, 1.360]], "mulliken_charge": [-1.39, -0.23, -1.04, 0.03, 0.30, -0.73, -0.37, -0.33, 0.03, -0.55, 0.34, 0.33, 0.40, 0.25, 0.40, 0.69, 0.33, 0.38, 0.32, 0.22, 0.28, 0.31, -1.15, -0.40, -0.36, 0.25, -0.47, 0.35, 0.33, 0.31, 0.29, 0.30, 0.30, 0.29, -0.99, -0.40, -0.42, 0.24, -0.42, 0.34, 0.32, 0.18, 0.30, 0.30, 0.30, 0.26], "gap_ev": 9.8783, "molar_mass_g_mol": 391.30, "e_homo_ev": -9.5, "total_energy_ha": -1124.33337, "lumo_energy_ha": 0.015}

***

{"formula": "C41H60BN3OP2S2Ti", "method": "wB97M-V/def2-TZVPD", "species": ["Ti", "C", "C", "C", "C", "P", "C", "N", "B", "N", "C", "P", "C", "C", "C", "C", "C", "C", "C", "C", "C", "C", "C", "C", "C", "C", "C", "C", "C", "C", "H", "H", "H", "H", "H", "H", "H", "H", "H", "H", "H", "H", "H", "H", "H", "H", "H", "H", "H", "H", "H", "H", "H", "H", "H", "H", "H", "H", "H", "H", "H", "H", "H", "H", "H", "H", "H", "H", "H", "H", "H", "H", "H", "H", "C", "C", "C", "C", "C", "C", "C", "C", "C", "S", "C", "N", "H", "H", "H", "H", "H", "H", "H", "H", "C", "S", "O", "C", "C", "C", "C", "C", "C", "H", "H", "H", "H", "H", "H", "H", "H"], "positions_angstrom": [[-0.397, 0.124, 0.023], [1.041, -0.104, -3.686], [0.452, 1.308, -3.810], [1.342, 2.055, -4.818], [-0.978, 1.226, -4.355], [0.424, 2.004, -2.055], [2.225, 2.209, -1.679], [2.564, 1.340, -0.576], [1.709, 0.428, 0.111], [2.577, -0.400, 0.913], [2.234, -1.708, 1.426], [0.879, -2.326, 0.327], [-0.006, -3.652, 1.319], [0.940, -4.520, 2.157], [-0.959, -2.945, 2.282], [-0.852, -4.520, 0.379], [1.847, -3.090, -1.110], [2.924, -2.084, -1.543], [0.936, -3.369, -2.316], [2.562, -4.388, -0.725], [3.895, 0.023, 0.715], [5.089, -0.460, 1.233], [6.268, 0.136, 0.808], [6.257, 1.192, -0.107], [5.066, 1.680, -0.624], [3.887, 1.080, -0.205], [-0.235, 3.765, -2.025], [-1.780, 3.688, -1.996], [0.320, 4.457, -0.764], [0.174, 4.636, -3.215], [0.938, -0.610, -4.649], [0.528, -0.709, -2.944], [2.106, -0.077, -3.446], [1.581, 1.353, -5.622], [2.292, 2.395, -4.405], [0.845, 2.901, -5.275], [-0.957, 0.713, -5.321], [-1.405, 2.215, -4.525], [-1.639, 0.663, -3.696], [2.451, 3.251, -1.460], [2.818, 1.926, -2.548], [1.883, -1.701, 2.456], [3.100, -2.368, 1.386], [1.632, -3.930, 2.762], [1.515, -5.221, 1.565], [0.328, -5.106, 2.849], [-0.417, -2.347, 3.014], [-1.523, -3.704, 2.832], [-1.673, -2.304, 1.768], [-0.238, -5.183, -0.228], [-1.477, -3.917, -0.284], [-1.512, -5.151, 0.981], [2.537, -1.076, -1.670], [3.323, -2.408, -2.508], [3.758, -2.047, -0.842], [0.401, -2.484, -2.655], [0.206, -4.151, -2.124], [1.567, -3.707, -3.143], [3.155, -4.304, 0.187], [3.252, -4.637, -1.536], [1.873, -5.224, -0.626], [5.111, -1.272, 1.950], [7.212, -0.220, 1.199], [7.194, 1.639, -0.415], [5.062, 2.502, -1.330], [-2.178, 2.838, -2.553], [-2.202, 4.593, -2.439], [-2.162, 3.614, -0.983], [0.513, 3.776, 0.063], [-0.387, 5.218, -0.423], [1.255, 4.973, -0.982], [-0.359, 4.367, -4.123], [1.246, 4.615, -3.408], [-0.097, 5.668, -2.975], [-1.595, 3.042, 1.599], [-2.704, 2.253, 0.976], [-4.022, 2.672, 1.249], [-5.070, 2.039, 0.659], [-4.825, 0.962, -0.219], [-5.877, 0.292, -0.882], [-5.599, -0.733, -1.736], [-4.264, -1.130, -1.941], [-3.222, -0.500, -1.304], [-1.581, -1.083, -1.592], [-3.485, 0.576, -0.431], [-2.431, 1.230, 0.183], [-1.589, 4.049, 1.186], [-0.618, 2.600, 1.412], [-1.743, 3.145, 2.673], [-4.175, 3.511, 1.917], [-6.091, 2.348, 0.852], [-6.897, 0.609, -0.701], [-6.396, -1.249, -2.256], [-4.042, -1.952, -2.610], [1.042, 0.592, 4.031], [-0.578, 0.803, 3.341], [-0.587, 0.040, 1.982], [-1.623, -0.101, 4.428], [-2.982, 0.126, 4.222], [-3.903, -0.512, 5.035], [-3.460, -1.338, 6.060], [-2.101, -1.542, 6.269], [-1.168, -0.926, 5.451], [1.282, -0.463, 4.130], [1.044, 1.088, 5.003], [1.735, 1.083, 3.350], [-3.315, 0.784, 3.425], [-4.962, -0.352, 4.880], [-4.179, -1.822, 6.709], [-1.764, -2.186, 7.071], [-0.115, -1.102, 5.619]], "mulliken_charge": [-0.14, -1.58, 1.64, -1.68, -1.80, 0.88, -2.12, 0.38, 1.88, 0.73, -1.71, 1.24, 2.13, -1.78, -1.84, -1.80, 2.31, -1.60, -1.47, -1.89, 0.30, -0.80, -0.87, -0.84, -1.02, 0.76, 2.36, -1.27, -2.19, -1.80, 0.82, -0.77, 0.30, 0.52, 0.24, 0.41, 0.54, 0.41, 0.13, 0.71, 0.77, -0.02, 0.65, 0.27, 0.36, 0.53, 0.15, 0.83, 0.02, 0.39, 0.18, 0.54, -0.41, 0.83, 0.37, 0.26, 0.25, 0.59, 0.31, 0.49, 0.36, 0.52, 0.45, 0.43, 0.53, 0.23, 0.63, 0.03, 0.17, 0.52, 0.50, 0.36, 0.31, 0.57, -1.30, 0.50, -1.19, -1.14, 0.97, -0.94, -1.09, -0.56, 0.37, -0.32, -0.88, 1.45, 0.60, -0.42, 0.51, 0.62, 0.49, 0.49, 0.44, 0.59, -1.36, 0.90, -0.42, 0.44, -0.12, -0.79, -0.54, -0.89, -0.27, 0.36, 0.56, 0.35, 0.22, 0.45, 0.43, 0.44, 0.39], "gap_ev": 6.8523, "relative_energy_kj_mol": 0.0, "charge": 2, "molar_mass_g_mol": 795.71, "e_homo_ev": -12.6, "total_energy_ha": -4190.88584, "lumo_energy_ha": -0.213}